Formula: CH5NO2P
Source: the OMol25 dataset
Level of theory: ωB97M-V with the def2-TZVPD basis set

LUMO level (alpha / beta): 4.64 / 3.03 eV
HOMO energy (alpha / beta): -0.19 / -3.55 eV
Gap between HOMO and LUMO (alpha / beta): 4.83 / 6.58 eV
Max |F|: 6.22 eV Å⁻¹
ΔE to the lowest compared entry with this formula, charge and spin: 2.4 kcal/mol
Molecular weight: 94.03 u
Total charge: -1
E: -587.5206 a.u.
⟨S²⟩: 2.01
Spin multiplicity: 3

CARTESIAN COORDINATES (ANGSTROEM)
C1 1.5908 -0.8238 0.8023
N1 -1.3142 -1.3037 -0.3648
O1 -2.3037 0.9568 -0.3174
O2 -1.0816 -0.9862 1.0070
P1 0.2373 -0.5316 1.7722
H1 -1.8227 0.8889 0.4624
H2 2.4799 -0.5165 1.0880
H3 1.4041 -1.1049 -0.2212
H4 -0.3748 -1.3772 -0.6989
H5 -2.0524 0.1224 -0.7773

Formula: CH5NO2S
Source: the OMol25 dataset
Level of theory: ωB97M-V with the def2-TZVPD basis set

LUMO level: 0.61 eV
HOMO energy: -10.22 eV
Structure (SMILES): CO[S@@H](=N)=O
Gap between HOMO and LUMO: 10.83 eV
Max |F|: 4.63 eV Å⁻¹
ΔE to the lowest compared entry with this formula, charge and spin: 82.8 kcal/mol
Molecular weight: 95.12 u
Total charge: 0
E: -644.4123 a.u.
Spin multiplicity: 1

CARTESIAN COORDINATES (ANGSTROEM)
C1 1.0434 -0.9011 -0.1050
N1 -1.1818 1.6234 -0.1048
O1 -2.7058 -0.4860 -0.1632
O2 -0.3509 -1.1147 -0.3160
S1 -1.4539 0.0796 0.1804
H1 1.0803 -0.3685 0.8831
H2 1.3560 -0.1314 -0.8388
H3 1.5431 -1.9264 0.0243
H4 -1.1307 1.6815 -1.0863
H5 -1.2709 -0.0972 1.5314

Formula: CH5NO2S
Source: the OMol25 dataset
Level of theory: ωB97M-V with the def2-TZVPD basis set

LUMO level (alpha / beta): -0.38 / -0.66 eV
HOMO energy (alpha / beta): -8.85 / -8.34 eV
Gap between HOMO and LUMO (alpha / beta): 8.47 / 7.68 eV
Max |F|: 3.63 eV Å⁻¹
ΔE to the lowest compared entry with this formula, charge and spin: 137.1 kcal/mol
Molecular weight: 95.12 u
Total charge: 0
E: -644.3258 a.u.
Spin multiplicity: 1

CARTESIAN COORDINATES (ANGSTROEM)
C1 0.3562 0.0956 1.2877
N1 -0.3005 -0.2665 -1.2202
O1 1.6399 1.1279 -0.8642
O2 0.4628 -1.1730 1.0340
S1 0.2899 1.1012 -0.3171
H1 -1.6649 0.8685 0.8853
H2 0.1278 0.5032 2.3424
H3 -1.2609 -0.3984 -1.0052
H4 0.0192 -0.4169 -2.1854
H5 0.3305 -1.4417 0.0427

Formula: CH5NO2Si
Source: the OMol25 dataset
Level of theory: ωB97M-V with the def2-TZVPD basis set

LUMO level: 0.31 eV
HOMO energy: -8.72 eV
Structure (SMILES): C=[N+]([O-])O[SiH3]
Gap between HOMO and LUMO: 9.03 eV
Max |F|: 8.23 eV Å⁻¹
ΔE to the lowest compared entry with this formula, charge and spin: 62.2 kcal/mol
Molecular weight: 91.14 u
Total charge: 0
E: -535.6672 a.u.
Spin multiplicity: 1

CARTESIAN COORDINATES (ANGSTROEM)
C1 -0.5133 -1.5043 -1.4051
N1 0.0515 -0.3623 -0.6798
O1 0.5505 0.5960 -1.2667
O2 -0.1808 -0.3158 0.6568
Si1 0.3906 1.1619 1.3306
H1 -1.1671 -2.2616 -0.9729
H2 -0.2046 -1.8184 -2.3742
H3 0.0390 0.7634 2.8409
H4 1.7081 1.7427 1.1157
H5 -0.6741 1.9985 0.7548

Formula: CH5NO4S
Source: the OMol25 dataset
Level of theory: ωB97M-V with the def2-TZVPD basis set

LUMO level (alpha / beta): -1.26 / -1.25 eV
HOMO energy (alpha / beta): -9.08 / -9.08 eV
Gap between HOMO and LUMO (alpha / beta): 7.83 / 7.83 eV
Max |F|: 4.64 eV Å⁻¹
ΔE to the lowest compared entry with this formula, charge and spin: 110.6 kcal/mol
Molecular weight: 127.12 u
Total charge: 0
E: -794.8335 a.u.
Spin multiplicity: 1

CARTESIAN COORDINATES (ANGSTROEM)
C1 0.2924 -1.3621 1.0212
N1 -2.6834 1.8689 0.7366
O1 -2.5103 -0.6851 0.3744
O2 -1.0900 -0.5125 -1.6066
O3 1.1101 -1.6834 -0.0668
O4 -1.7156 1.5598 -0.1797
S1 -1.3571 -0.0884 -0.2292
H1 0.8318 -1.0480 1.9033
H2 -0.6027 -2.0416 1.1147
H3 -2.2921 2.4609 1.4692
H4 -3.0901 1.0115 0.9362
H5 0.6683 -1.5816 -0.9736

Formula: CH5NO5S2
Source: the OMol25 dataset
Level of theory: ωB97M-V with the def2-TZVPD basis set

LUMO level: 0.04 eV
HOMO energy: -10.24 eV
Structure (SMILES): CS(=O)(=O)S(=O)(=O)NO
Gap between HOMO and LUMO: 10.28 eV
Max |F|: 4.61 eV Å⁻¹
ΔE to the lowest compared entry with this formula, charge and spin: 0.0 kcal/mol
Molecular weight: 175.19 u
Total charge: 0
E: -1268.2830 a.u.
Spin multiplicity: 1

CARTESIAN COORDINATES (ANGSTROEM)
C1 0.6156 -0.5657 2.2347
N1 -0.4030 1.0896 -1.6928
O1 1.5327 1.0985 0.2869
O2 1.8696 -1.3111 0.0244
O3 -1.6944 0.5034 0.4541
O4 -1.3027 -1.4112 -1.1423
O5 -1.1268 0.8720 -2.8826
S1 1.0691 -0.2615 0.4862
S2 -0.8344 -0.1878 -0.5562
H1 0.1266 -1.5845 2.1386
H2 1.5970 -0.5239 2.7836
H3 0.0076 0.3704 2.3605
H4 -0.7683 1.8798 -1.2884
H5 -0.6886 0.0321 -3.2067

Formula: CH5NOS2
Source: the OMol25 dataset
Level of theory: ωB97M-V with the def2-TZVPD basis set

LUMO level: 0.29 eV
HOMO energy: -8.55 eV
Structure (SMILES): NC=O.SS
Gap between HOMO and LUMO: 8.84 eV
Max |F|: 0.85 eV Å⁻¹
ΔE to the lowest compared entry with this formula, charge and spin: 12.6 kcal/mol
Molecular weight: 111.19 u
Total charge: 0
E: -967.4574 a.u.
Spin multiplicity: 1

CARTESIAN COORDINATES (ANGSTROEM)
S1 2.4409 0.5257 0.6634
S2 1.2521 1.9916 -0.2592
H1 1.8974 -0.4650 -0.0550
H2 1.4755 2.9136 0.6870
C1 -1.0340 -1.0225 -0.7873
N1 -1.3829 -0.5030 0.4307
O1 -0.0782 -1.7448 -0.9513
H3 -1.6684 -0.7420 -1.6411
H4 -0.6036 -0.4533 1.0716
H5 -2.2987 -0.5003 0.8411

Formula: CH5NOS2
Source: the OMol25 dataset
Level of theory: ωB97M-V with the def2-TZVPD basis set

LUMO level (alpha / beta): 0.43 / -2.79 eV
HOMO energy (alpha / beta): -7.34 / -9.03 eV
Gap between HOMO and LUMO (alpha / beta): 7.77 / 6.25 eV
Max |F|: 6.50 eV Å⁻¹
ΔE to the lowest compared entry with this formula, charge and spin: 22.2 kcal/mol
Molecular weight: 111.19 u
Total charge: 0
E: -967.2838 a.u.
⟨S²⟩: 2.02
Spin multiplicity: 3

CARTESIAN COORDINATES (ANGSTROEM)
C1 0.1983 -0.1525 -1.8005
N1 -0.2044 -0.7381 3.2847
O1 -1.0991 0.9057 1.2509
S1 0.8514 -1.0466 -0.3697
S2 -1.0669 -0.5909 2.1198
H1 -0.0844 -0.9322 -2.6157
H2 1.0632 0.4425 -2.2858
H3 -0.6033 0.4555 -1.3223
H4 1.3069 0.1695 0.1406
H5 -0.3617 1.4870 1.5980

Formula: CH5NS
Source: the OMol25 dataset
Level of theory: ωB97M-V with the def2-TZVPD basis set

LUMO level: 0.83 eV
HOMO energy: -8.79 eV
Structure (SMILES): CSN
Gap between HOMO and LUMO: 9.62 eV
Max |F|: 2.75 eV Å⁻¹
ΔE to the lowest compared entry with this formula, charge and spin: 5.1 kcal/mol
Molecular weight: 63.12 u
Total charge: 0
E: -494.0017 a.u.
Spin multiplicity: 1

CARTESIAN COORDINATES (ANGSTROEM)
C1 -1.1531 -0.2137 -0.0110
N1 1.2431 0.3878 0.0112
S1 0.3957 -1.1399 0.3558
H1 -1.1637 -0.2069 -1.0327
H2 -1.0550 0.8445 0.3257
H3 -1.9354 -0.7964 0.3633
H4 1.7914 0.7899 0.7729
H5 1.8769 0.3347 -0.7853

Formula: CH5NSi2
Source: the OMol25 dataset
Level of theory: ωB97M-V with the def2-TZVPD basis set

LUMO level: 0.23 eV
HOMO energy: -11.10 eV
Structure (SMILES): N#C[SiH2][SiH3]
Gap between HOMO and LUMO: 11.33 eV
Max |F|: 2.63 eV Å⁻¹
ΔE to the lowest compared entry with this formula, charge and spin: 1.8 kcal/mol
Molecular weight: 87.23 u
Total charge: 0
E: -674.7775 a.u.
Spin multiplicity: 1

CARTESIAN COORDINATES (ANGSTROEM)
C1 2.7798 -0.0436 -0.0952
N1 3.6509 -0.7248 -0.3990
Si1 -0.5684 -0.7379 -0.0470
Si2 1.1425 0.7474 0.2720
H1 -1.8131 -0.7742 0.7989
H2 -1.2919 -0.5595 -1.3865
H3 0.1339 -1.9840 0.0428
H4 1.6168 1.0747 1.7694
H5 0.9223 1.8647 -0.6367

Formula: CH5NSi2
Source: the OMol25 dataset
Level of theory: ωB97M-V with the def2-TZVPD basis set

LUMO level: -1.75 eV
HOMO energy: -9.92 eV
Gap between HOMO and LUMO: 8.17 eV
Max |F|: 1.71 eV Å⁻¹
ΔE to the lowest compared entry with this formula, charge and spin: 47.0 kcal/mol
Molecular weight: 87.23 u
Total charge: 0
E: -674.7053 a.u.
Spin multiplicity: 1

CARTESIAN COORDINATES (ANGSTROEM)
C1 3.7210 0.4635 -0.1132
N1 4.3964 1.4151 -0.0660
Si1 -0.3314 0.2109 0.2527
Si2 2.7214 -1.2057 0.1603
H1 -1.4530 1.1333 -0.2334
H2 0.5207 1.1812 1.0909
H3 0.3725 -0.0778 -1.0363
H4 3.6226 -1.6975 -0.8884
H5 -0.4928 -1.2328 0.8630

Formula: CH5O2P
Source: the OMol25 dataset
Level of theory: ωB97M-V with the def2-TZVPD basis set

LUMO level: 0.67 eV
HOMO energy: -10.40 eV
Gap between HOMO and LUMO: 11.08 eV
Max |F|: 4.83 eV Å⁻¹
ΔE to the lowest compared entry with this formula, charge and spin: 22.3 kcal/mol
Molecular weight: 80.02 u
Total charge: 0
E: -532.8934 a.u.
Spin multiplicity: 1

CARTESIAN COORDINATES (ANGSTROEM)
C1 1.1208 0.5092 -0.6720
O1 -1.0091 -1.2607 2.0157
O2 0.6712 -0.2440 0.4760
P1 -0.8863 -0.5285 0.8056
H1 1.6112 1.3574 -0.2758
H2 0.1327 0.9240 -1.1390
H3 1.6238 -0.0451 -1.4035
H4 -1.6380 0.7032 0.7938
H5 -1.6263 -1.4156 -0.6007

Formula: CH5O2PS2
Source: the OMol25 dataset
Level of theory: ωB97M-V with the def2-TZVPD basis set

LUMO level: 0.58 eV
HOMO energy: -8.44 eV
Structure (SMILES): OC(O)P(S)S
Gap between HOMO and LUMO: 9.01 eV
Max |F|: 2.70 eV Å⁻¹
ΔE to the lowest compared entry with this formula, charge and spin: 49.1 kcal/mol
Molecular weight: 144.16 u
Total charge: 0
E: -1329.2929 a.u.
Spin multiplicity: 1

CARTESIAN COORDINATES (ANGSTROEM)
C1 0.4090 -0.6508 -0.7054
O1 -0.1481 -1.8877 -0.7338
O2 -0.1102 0.2775 -1.6160
P1 -0.4246 0.2881 0.9165
S1 0.2103 2.2092 0.5809
S2 0.7501 -0.0230 2.5774
H1 1.5389 -0.7786 -0.8522
H2 -1.1140 -1.7396 -0.7914
H3 -0.2877 -0.1268 -2.4667
H4 -0.6274 2.4303 -0.4426
H5 -0.1962 0.0015 3.5333

Formula: CH5O2Pb
Source: the OMol25 dataset
Level of theory: ωB97M-V with the def2-TZVPD basis set

LUMO level (alpha / beta): 3.89 / 3.85 eV
HOMO energy (alpha / beta): -1.02 / -1.02 eV
Gap between HOMO and LUMO (alpha / beta): 4.90 / 4.87 eV
Max |F|: 4.10 eV Å⁻¹
Molecular weight: 256.25 u
Total charge: -1
E: -384.3591 a.u.
Spin multiplicity: 1

CARTESIAN COORDINATES (ANGSTROEM)
C1 1.4476 -0.0939 -0.0610
H1 2.1317 -0.8610 0.3428
H2 1.8797 0.2504 -1.0194
H3 1.4568 0.7710 0.6294
O1 -2.2683 0.1501 0.6581
Pb1 -1.3778 -0.5485 -2.0875
H4 -2.3571 1.0652 0.9393
O2 0.1656 -0.6258 -0.2184
H5 -1.0781 -0.1076 0.8166

Formula: CH5O2Zn
Source: the OMol25 dataset
Level of theory: ωB97M-V with the def2-TZVPD basis set

LUMO level: -6.84 eV
HOMO energy: -15.49 eV
Gap between HOMO and LUMO: 8.64 eV
Max |F|: 3.87 eV Å⁻¹
Molecular weight: 114.44 u
Total charge: +1
E: -1970.5683 a.u.
Spin multiplicity: 1

CARTESIAN COORDINATES (ANGSTROEM)
O1 -0.0328 0.0988 0.2847
H1 0.6718 0.8601 -0.0492
C1 -1.4259 0.4115 0.2450
H2 -1.9167 -0.2785 -0.4515
H3 -1.8606 0.2799 1.2434
H4 -1.5675 1.4440 -0.0976
Zn1 0.7898 -1.4841 -0.1255
O2 2.2858 -0.7933 -0.7790
H5 3.0562 -0.5384 -0.2704

Formula: CH5O3
Source: the OMol25 dataset
Level of theory: ωB97M-V with the def2-TZVPD basis set

LUMO level: -4.02 eV
HOMO energy: -16.87 eV
Gap between HOMO and LUMO: 12.84 eV
Max |F|: 1.34 eV Å⁻¹
ΔE to the lowest compared entry with this formula, charge and spin: 10.2 kcal/mol
Molecular weight: 65.05 u
Total charge: +1
E: -266.5353 a.u.
Spin multiplicity: 1

CARTESIAN COORDINATES (ANGSTROEM)
O1 -2.3502 -0.1726 0.0811
H1 -2.8415 0.1257 -0.6948
H2 -2.3788 -1.1569 0.0258
H3 -1.2615 -0.0308 0.1046
O2 0.0516 -0.3946 0.3630
C1 0.9570 0.4071 0.1985
O3 1.9777 0.1737 -0.5754
H4 0.9386 1.3992 0.6611
H5 2.6682 0.7988 -0.3785

Formula: CH5OP
Source: the OMol25 dataset
Level of theory: ωB97M-V with the def2-TZVPD basis set

LUMO level: 0.89 eV
HOMO energy: -8.95 eV
Structure (SMILES): CPO
Gap between HOMO and LUMO: 9.84 eV
Max |F|: 2.57 eV Å⁻¹
ΔE to the lowest compared entry with this formula, charge and spin: 2.9 kcal/mol
Molecular weight: 64.02 u
Total charge: 0
E: -457.6766 a.u.
Spin multiplicity: 1

CARTESIAN COORDINATES (ANGSTROEM)
C1 -1.0434 -0.1817 -0.1424
O1 1.5458 0.8228 0.0717
P1 0.9207 -0.6970 -0.0340
H1 -1.1904 0.4112 -1.0357
H2 -1.2879 0.3749 0.7537
H3 -1.6059 -1.1056 -0.1938
H4 1.7348 1.2258 -0.7793
H5 0.9262 -0.8504 1.3598

Formula: CH5OPS
Source: the OMol25 dataset
Level of theory: ωB97M-V with the def2-TZVPD basis set

LUMO level: 0.69 eV
HOMO energy: -9.24 eV
Structure (SMILES): CS(=O)#[PH2]
Gap between HOMO and LUMO: 9.93 eV
Max |F|: 3.96 eV Å⁻¹
ΔE to the lowest compared entry with this formula, charge and spin: 65.8 kcal/mol
Molecular weight: 96.09 u
Total charge: 0
E: -855.7955 a.u.
Spin multiplicity: 1

CARTESIAN COORDINATES (ANGSTROEM)
C1 -0.0963 1.0791 0.5940
O1 2.1446 -0.5228 0.0315
P1 -0.4289 -1.1038 -1.3865
S1 1.0922 0.2698 -0.7358
H1 -0.4909 0.4076 1.3399
H2 -0.8418 1.7201 0.3170
H3 0.5273 1.7323 1.2662
H4 0.2487 -2.2827 -1.1129
H5 -1.0801 -1.1872 -0.0683

Formula: CH5OPS
Source: the OMol25 dataset
Level of theory: ωB97M-V with the def2-TZVPD basis set

LUMO level (alpha / beta): -1.04 / -0.69 eV
HOMO energy (alpha / beta): -8.16 / -7.48 eV
Gap between HOMO and LUMO (alpha / beta): 7.11 / 6.79 eV
Max |F|: 4.24 eV Å⁻¹
ΔE to the lowest compared entry with this formula, charge and spin: 92.8 kcal/mol
Molecular weight: 96.09 u
Total charge: 0
E: -855.7525 a.u.
Spin multiplicity: 1

CARTESIAN COORDINATES (ANGSTROEM)
C1 -0.9308 -1.3201 -0.1498
O1 1.1124 2.7959 1.1658
P1 0.3892 -0.0381 0.1425
S1 2.0427 1.7812 0.8049
H1 -1.0080 -1.1036 -1.2206
H2 -0.4413 -2.3275 -0.0301
H3 -1.8593 -1.0452 0.4148
H4 -0.3476 1.2605 -0.0291
H5 1.0427 -0.0032 -1.0984

Formula: CH5OS
Source: the OMol25 dataset
Level of theory: ωB97M-V with the def2-TZVPD basis set

LUMO level: 4.34 eV
HOMO energy: -2.75 eV
Gap between HOMO and LUMO: 7.10 eV
Max |F|: 1.57 eV Å⁻¹
ΔE to the lowest compared entry with this formula, charge and spin: 9.1 kcal/mol
Molecular weight: 65.12 u
Total charge: -1
E: -514.5423 a.u.
Spin multiplicity: 1

CARTESIAN COORDINATES (ANGSTROEM)
S1 -0.9954 -1.3055 0.1681
H1 -1.5789 -1.4157 1.3797
C1 0.5267 1.6707 -0.1629
O1 1.5165 0.6935 -0.3215
H2 -0.3930 1.3200 -0.6398
H3 0.2514 1.8779 0.8841
H4 0.7435 2.6856 -0.5212
H5 1.1474 -0.0290 0.2321